(1)
ORCA calculation (the ωB97M-V functional and the def2-TZVPD basis) on an isolated ion of composition C5H8NO and charge +1 at a distorted geometry.

```
15
Properties=species:S:1:pos:R:3
H 2.2151 1.2383 1.1952
C -0.5170 -0.1965 -0.0615
H -2.6060 0.3074 -0.1295
H 2.0001 1.9929 -0.4576
H -1.6750 1.1864 -1.2724
C 0.8958 0.0860 -0.0600
C -0.9363 -1.6138 0.1730
N 1.7946 -0.8523 -0.2814
H -1.7006 -1.5003 0.9993
H -1.4870 1.7522 0.2660
C -1.5983 0.7820 -0.1523
C 2.0117 1.0839 0.2026
H -1.1644 -1.9211 -0.8446
O 2.8620 -0.0932 -0.0994
H -0.0948 -2.2519 0.5226
```

As for the LUMO energy (alpha / beta): -6.802 / -6.802 eV. The frontier orbital gap (alpha / beta) is 8.7 / 8.7 eV. For the maximum force, the calculation gives 3.87 eV/A. As for the total charge: +1. Its energy relative to the best compared isomer or geometry (same formula, charge and spin) is 431.8 kJ/mol. Its total energy is -324.87451 a.u. The HOMO energy (alpha / beta) is -15.53 / -15.53 eV.

***

(2)
ORCA calculation (the ωB97M-V functional and the def2-TZVPD basis) on C20H23Cl3OW as an isolated structure at a distorted geometry.

```
48
Properties=species:S:1:pos:R:3
H -0.0377 1.4822 -3.7571
C -3.1175 -0.6558 -0.0036
O -1.0534 -0.5322 -2.2420
Cl 2.0929 -1.1755 3.6972
W -0.3464 0.0133 -0.5107
H -0.6174 3.3638 1.0525
H 3.1001 -1.3808 -0.3838
C -4.4331 -2.7356 0.1588
H 2.9379 0.0520 -3.1732
H 2.6188 2.4000 1.8611
C 1.5396 0.5500 -1.6461
H -1.3852 3.3090 -0.5461
C 1.9687 0.4391 -0.2713
C -3.4984 -0.7716 -2.8210
C 0.0209 2.2295 -2.9606
C 0.6057 1.6599 -1.7260
H -3.5456 -0.8395 -3.9103
H -4.0213 -4.0109 1.8493
H -2.8309 1.4734 -0.4560
C -4.2549 -1.5470 -2.0046
C 1.6635 1.8455 1.8734
H -2.1112 -2.5586 2.6347
Cl -1.3063 0.0638 1.9315
C -3.9994 -1.6321 -0.5974
C 0.4366 2.1854 -0.3948
C 1.3079 1.4518 0.4894
C -3.7868 -3.0800 1.3356
H 1.8092 0.9511 2.5114
C -2.5710 -0.9829 1.2511
Cl 0.1928 -2.2669 -0.1817
C -2.5337 0.1936 -2.2619
H -5.0286 -2.2025 -2.4045
C -2.5670 0.4630 -0.7797
H 0.9031 2.4975 2.3222
H 3.9867 0.0149 0.2590
H -0.9716 -1.2978 -2.8492
C 1.9848 -0.3085 -2.7683
H 0.6236 3.0646 -3.3403
C -0.4191 3.3446 -0.0263
H -2.3334 1.0563 -2.9081
H 2.1333 -1.3444 -2.4452
H 0.0669 4.2936 -0.2985
H 2.7706 -0.7891 1.2784
H -5.2420 -3.3412 -0.2583
C -2.7679 -2.2340 1.8342
C 3.0069 -0.4860 0.2423
H 1.2572 -0.3076 -3.5854
H -0.9841 2.6199 -2.7802
```

As for the LUMO energy (alpha / beta): 4.904 / 4.831 eV. As for the expectation value of S²: 2.03. Its multiplicity is 3. The frontier orbital gap (alpha / beta) is 3.6 / 4.8 eV. For the maximum force, the calculation gives 3.56 eV/A. As for the total charge: -2. Its total energy is -2298.77384 a.u. The HOMO energy (alpha / beta) is 1.34 / 0.00 eV.

***

(3)
ORCA calculation (the ωB97M-V functional and the def2-TZVPD basis) on one molecule with the formula C12H6ClF2N3O3 at a distorted geometry.

```
27
Properties=species:S:1:pos:R:3
H 4.7338 0.2443 0.9690
O -4.0828 -0.8986 2.6781
F -2.9516 -2.5457 1.5741
O 4.5578 -2.1770 1.7086
O -3.2106 -1.0381 -1.8097
C 0.3589 1.7915 -0.6207
C 0.3809 0.3699 -0.0065
H 4.8542 -0.3383 -0.8072
C 4.0110 -1.8375 0.6290
C 2.6801 1.8062 -0.7799
H -3.4068 2.2160 -0.6311
F -4.7886 -2.3623 -0.7492
C -2.3455 0.2892 0.1276
C 4.1898 -0.3185 0.1230
H -0.8883 -1.4468 0.7891
N -3.6741 -0.3629 0.4166
N 1.6018 -0.3415 0.2697
C -3.8917 -1.2648 -0.7744
N 1.4997 2.5696 -1.0303
C -1.0682 2.4624 -0.8227
C -2.3831 1.7430 -0.4583
H 3.6827 2.2926 -1.0893
C -3.5721 -1.2574 1.5947
H -1.1644 3.5259 -1.2568
C -0.9705 -0.3774 0.3590
Cl 3.0901 -3.1363 -0.2736
C 2.7576 0.3924 -0.1288
```

As for the LUMO energy: -1.558 eV. The frontier orbital gap is 7.8 eV. For the maximum force, the calculation gives 6.41 eV/A. Its total energy is -1510.56035 a.u. The HOMO energy is -9.39 eV.

***

(4)
ORCA calculation (the ωB97M-V functional and the def2-TZVPD basis) on a 4-piece molecular cluster, C28H28BNO4 overall at a distorted geometry.

```
62
Properties=species:S:1:pos:R:3
C 3.8745 1.9659 3.5186
C 0.3709 -2.1023 -3.9024
H -1.0235 0.2736 4.5644
C 1.7261 -1.9463 -3.6126
H 4.0048 4.9224 2.6277
H 2.4042 -2.7899 -3.7153
H 3.5314 6.4233 1.4605
O 1.0092 0.3543 2.9596
C -4.5073 -5.3033 -6.0827
C 2.2118 -0.7092 -3.1902
C -2.2549 -0.8675 5.9151
H 3.2674 -0.5889 -2.9612
H -2.1044 -2.2677 -5.8834
H -2.3429 -3.7912 -3.9391
N -2.0928 4.0443 2.0341
C -3.7815 -5.0635 -4.9156
H 5.2935 6.2033 2.0973
C -3.5081 -3.3551 -7.1042
C -2.7783 -3.1186 -5.9391
C -0.0111 0.2206 -3.3604
B -1.4191 2.6830 2.3024
H -3.1429 3.9408 2.0812
C -1.2244 -0.7069 4.9892
H 0.3494 -1.6785 3.8837
C 0.0889 2.4692 1.6424
C 2.8153 2.1090 2.2322
H -0.1092 -3.9164 4.8531
C 4.7184 3.4196 0.7157
O 4.6710 4.8832 0.4946
C -4.3690 -4.4498 -7.1770
C -0.7083 -3.0611 5.1535
C -1.7328 -3.2199 6.0864
H -2.3282 0.8629 2.4546
H -1.7671 4.6698 2.8228
O 2.3294 2.8842 -1.5459
H -3.3080 -2.2489 7.1902
H 1.7201 1.3375 -2.7301
H -1.9281 -4.1986 6.5175
H -0.6878 1.0664 -3.2659
H -5.1799 -6.1550 -6.1388
C -0.4521 -1.8033 4.6070
H -3.8918 -5.7261 -4.0614
H -1.5529 -1.1375 -4.0097
H -2.8600 -0.0142 6.2085
H 5.2768 2.7834 5.5713
C 1.2686 1.5085 2.3366
H -0.0084 -3.0681 -4.2251
H 5.4857 3.1303 1.5601
C 1.3424 0.3742 -3.0616
C -0.4976 -1.0174 -3.7792
C 2.0533 2.9247 -0.2317
H -4.9335 -4.6377 -8.0871
O -2.0336 1.5882 3.0959
H -3.4048 -2.6873 -7.9550
C 0.5045 3.1567 0.3548
C -2.5075 -2.1242 6.4657
H 5.1294 2.9109 -0.2829
C -2.9136 -3.9741 -4.8461
C 3.2196 2.8017 0.9607
H -0.2793 3.8696 -0.1628
C 4.6271 2.3428 4.6719
C 4.3509 5.6044 1.7374
```

As for the LUMO energy: -2.129 eV. The frontier orbital gap is 6.8 eV. For the maximum force, the calculation gives 9.81 eV/A. Its total energy is -1463.93289 a.u. The HOMO energy is -8.91 eV.

***

What did the third record say?
ORCA calculation (the ωB97M-V functional and the def2-TZVPD basis) on one molecule with the formula C12H6ClF2N3O3 at a distorted geometry.

```
27
Properties=species:S:1:pos:R:3
H 4.7338 0.2443 0.9690
O -4.0828 -0.8986 2.6781
F -2.9516 -2.5457 1.5741
O 4.5578 -2.1770 1.7086
O -3.2106 -1.0381 -1.8097
C 0.3589 1.7915 -0.6207
C 0.3809 0.3699 -0.0065
H 4.8542 -0.3383 -0.8072
C 4.0110 -1.8375 0.6290
C 2.6801 1.8062 -0.7799
H -3.4068 2.2160 -0.6311
F -4.7886 -2.3623 -0.7492
C -2.3455 0.2892 0.1276
C 4.1898 -0.3185 0.1230
H -0.8883 -1.4468 0.7891
N -3.6741 -0.3629 0.4166
N 1.6018 -0.3415 0.2697
C -3.8917 -1.2648 -0.7744
N 1.4997 2.5696 -1.0303
C -1.0682 2.4624 -0.8227
C -2.3831 1.7430 -0.4583
H 3.6827 2.2926 -1.0893
C -3.5721 -1.2574 1.5947
H -1.1644 3.5259 -1.2568
C -0.9705 -0.3774 0.3590
Cl 3.0901 -3.1363 -0.2736
C 2.7576 0.3924 -0.1288
```

As for the LUMO energy: -1.558 eV. The frontier orbital gap is 7.8 eV. For the maximum force, the calculation gives 6.41 eV/A. Its total energy is -1510.56035 a.u. The HOMO energy is -9.39 eV.